No. 1
17
Properties=species:S:1:pos:R:3 method="wB97M-V/def2-TZVPD" e_above_lowest_ev=4.232 molar_mass_g_mol=98.1 spin_multiplicity=1
C -2.069 -0.052 0.647
C -1.029 0.909 0.115
C 0.249 1.163 0.866
C 0.284 0.436 -0.450
C 0.640 -1.032 -0.510
C 2.079 -1.304 -0.851
O 2.819 -0.276 -1.164
H -2.755 0.459 1.331
H -1.613 -0.880 1.200
H -2.665 -0.483 -0.167
H -1.453 1.777 -0.388
H 0.644 2.173 0.914
H 0.422 0.574 1.766
H 0.672 1.007 -1.290
H 0.053 -1.570 -1.271
H 0.434 -1.558 0.432
H 3.287 -1.343 -1.181

No. 2
14
Properties=species:S:1:pos:R:3 method="wB97M-V/def2-TZVPD" e_above_lowest_ev=1.317 molar_mass_g_mol=249.9 spin_multiplicity=1 smiles="CC(C)P(=O)(Br)Br"
C 0.424 -0.954 0.771
C -0.489 1.139 -0.624
C -0.119 -0.407 -0.609
O -2.094 -0.674 -2.738
P -1.634 -1.207 -1.132
Br -3.222 -1.003 0.333
Br -1.272 -3.489 -1.249
H -0.229 -0.535 1.617
H 0.389 -2.100 0.727
H 1.532 -0.675 0.877
H 0.225 1.846 -0.428
H -1.208 1.239 0.177
H -0.901 1.493 -1.568
H 0.658 -0.822 -1.374

No. 3
92
Properties=species:S:1:pos:R:3 method="wB97M-V/def2-TZVPD" molar_mass_g_mol=695.5 spin_multiplicity=1 smiles="C[C@H](Br)[C@H](Br)[C@](C#N)(CC#N)CON=O.COC[C@@H](C)N.COC[C@@H](C)N.COC[C@@H](C)N.COC[C@@H](C)N"
C -1.213 2.326 -1.469
C 0.205 1.538 -1.263
Br 1.479 2.944 -0.572
C 0.702 0.849 -2.629
Br -0.677 -0.554 -3.126
C 2.121 0.077 -2.519
C 1.994 -1.249 -3.455
N 2.063 -2.265 -4.115
C 2.486 -0.465 -1.049
C 1.443 -1.616 -0.542
N 0.697 -2.453 -0.075
C 3.394 0.894 -3.080
O 3.114 2.251 -3.516
N 3.875 3.168 -2.871
O 3.392 4.245 -3.116
H -1.563 2.734 -0.456
H -2.036 1.652 -1.892
H -0.997 3.256 -2.131
H 0.100 0.786 -0.388
H 0.633 1.628 -3.463
H 3.501 -1.024 -1.150
H 2.638 0.346 -0.255
H 3.797 0.331 -4.014
H 4.252 0.822 -2.301
C -1.824 0.371 4.086
C -1.590 -0.669 2.995
C -1.527 -2.116 3.528
O -0.295 -2.455 4.162
C -0.205 -2.054 5.519
N -0.374 -0.316 2.252
H -0.933 0.557 4.689
H -2.112 1.329 3.642
H -2.633 0.061 4.756
H -2.441 -0.611 2.307
H -1.609 -2.793 2.670
H -2.377 -2.343 4.183
H -1.167 -2.119 6.034
H 0.196 -1.040 5.586
H 0.501 -2.720 6.021
H -0.270 -0.963 1.471
H 0.422 -0.536 2.853
C -6.610 5.134 3.905
C -6.375 4.092 2.815
C -6.310 2.646 3.349
O -5.078 2.310 3.983
C -4.988 2.713 5.340
N -5.160 4.448 2.070
H -5.719 5.321 4.507
H -6.899 6.090 3.459
H -7.417 4.824 4.575
H -7.226 4.148 2.126
H -6.391 1.968 2.492
H -7.160 2.419 4.004
H -5.951 2.648 5.856
H -4.588 3.726 5.404
H -4.282 2.049 5.844
H -5.054 3.801 1.290
H -4.362 4.230 2.671
C -1.634 -1.558 -7.482
C -0.313 -2.186 -7.045
C 0.253 -3.198 -8.063
O -0.394 -4.468 -8.050
C -1.592 -4.524 -8.806
N -0.489 -2.793 -5.721
H -2.479 -2.242 -7.379
H -1.858 -0.681 -6.867
H -1.586 -1.228 -8.524
H 0.416 -1.372 -6.954
H 1.295 -3.399 -7.792
H 0.272 -2.782 -9.078
H -1.544 -3.900 -9.703
H -2.443 -4.237 -8.186
H -1.746 -5.561 -9.116
H 0.413 -3.133 -5.396
H -1.035 -3.647 -5.850
C 6.326 -0.941 4.396
C 6.602 -0.137 3.129
C 5.329 0.200 2.325
O 4.811 -0.888 1.562
C 3.992 -1.783 2.297
N 7.583 -0.861 2.309
H 6.095 -1.988 4.187
H 7.205 -0.934 5.048
H 5.493 -0.512 4.959
H 7.052 0.812 3.441
H 5.590 0.972 1.592
H 4.550 0.632 2.965
H 3.403 -1.271 3.063
H 4.605 -2.566 2.748
H 3.306 -2.263 1.596
H 7.829 -0.281 1.508
H 7.098 -1.656 1.889

Computed HOMO energy (eV) in order:
-8.54, -9.85, -8.92
Computed E (eV) in order:
-8427.0082, -154645.8812, -188540.0393
Computed orbital gap (Ha) in order:
0.3545, 0.3419, 0.3196